68
Properties=species:S:1:pos:R:3:forces:R:3:lowdin_spin:R:1 method="wB97M-V/def2-TZVPD" homo_energy_ev="-7.09 / -7.09" s_squared=2.05 e_tot_ha=-2128.05137 gap_ha="0.27573 / 0.21568" multiplicity=3 charge=0 e_above_lowest_ev=0.080
Au -0.2593 -0.2449 0.0369 -0.387 -0.227 -0.151 0.33
I 2.9523 2.4792 6.7565 0.068 0.046 0.085 0.00
C 1.7702 1.6557 5.2558 -0.126 -0.028 -0.081 0.00
C 0.3888 1.7658 5.3151 0.042 -0.030 -0.040 0.00
C -0.3757 1.2120 4.3057 0.104 0.052 0.063 0.00
I -2.4469 1.4137 4.4064 -0.098 -0.008 -0.015 0.00
C 0.1694 0.5191 3.1915 -0.019 -0.005 -0.050 0.00
O -0.6051 0.0202 2.2902 0.041 -0.082 0.067 0.06
C 1.5915 0.4421 3.1650 0.129 0.011 0.116 0.00
C 2.3189 -0.2688 2.0584 -0.024 0.005 0.017 0.00
N 2.1978 0.4221 0.7684 -0.048 0.002 -0.054 0.01
C 3.1157 -0.1069 -0.2187 0.058 -0.010 -0.054 0.00
C 2.7586 0.1970 -1.6597 0.022 -0.027 0.099 0.00
C 3.7645 0.2419 -2.6220 0.002 0.006 -0.002 0.00
C 3.4176 0.4034 -3.9500 0.019 0.003 -0.030 0.00
C 2.0759 0.5201 -4.2842 -0.010 -0.013 -0.009 0.00
C 1.1464 0.4798 -3.2609 0.045 0.017 0.037 0.00
N 1.4766 0.3278 -1.9794 0.033 0.154 -0.092 0.02
C 2.3533 0.9995 4.1853 -0.027 0.004 -0.063 0.00
H -0.0899 2.2808 6.1364 -0.001 0.000 0.008 0.00
H 1.9324 -1.2827 1.9150 -0.035 0.032 0.001 0.00
H 3.3731 -0.3670 2.3524 0.008 -0.020 -0.006 0.00
H 2.3247 1.4193 0.8980 0.043 -0.008 0.004 0.00
H 3.1103 -1.1986 -0.1123 -0.033 -0.008 -0.017 0.00
H 4.1543 0.2091 -0.0472 0.002 -0.025 0.035 0.00
H 4.8005 0.1455 -2.3232 0.002 -0.001 -0.001 0.00
H 4.1820 0.4376 -4.7156 -0.004 -0.001 -0.002 0.00
H 1.7563 0.6413 -5.3097 0.004 0.001 -0.004 0.00
H 0.0858 0.5650 -3.4706 -0.008 0.006 -0.006 0.00
H 3.4322 0.9096 4.1362 0.007 -0.001 0.003 0.00
C 1.4777 -3.1628 -2.6638 0.016 0.018 -0.027 0.02
C 1.5573 -3.7140 -1.2697 0.123 -0.090 -0.032 0.12
C 2.4427 -4.7215 -0.9467 -0.016 0.004 0.007 -0.01
C 2.5243 -5.2107 0.3553 0.018 0.003 -0.027 0.12
C 1.6959 -4.7014 1.3438 -0.066 0.023 0.039 -0.01
C 0.7901 -3.6844 1.0823 0.008 -0.084 0.055 0.13
C -0.1338 -3.2048 2.1660 0.018 0.006 0.038 0.02
C 0.7413 -3.1615 -0.2383 -0.180 0.479 -0.247 0.10
N -0.0538 -2.1299 -0.5868 0.171 0.039 0.342 1.04
H 1.9780 -3.8281 -3.3667 0.004 -0.010 0.005 0.00
H 1.9550 -2.1814 -2.7289 -0.012 -0.052 0.010 0.00
H 0.4429 -3.0269 -2.9784 -0.013 -0.016 0.017 0.01
H 3.0755 -5.1366 -1.7221 0.009 -0.004 0.003 0.00
H 3.2250 -6.0003 0.5924 -0.004 -0.013 -0.002 0.01
H 1.7381 -5.1104 2.3467 0.016 -0.002 0.000 0.00
H -0.6179 -4.0628 2.6357 -0.005 0.014 0.011 0.00
H -0.8981 -2.5244 1.8064 -0.029 0.025 -0.063 0.00
H 0.4115 -2.6706 2.9472 0.021 -0.009 -0.001 0.01
C -2.6651 1.5829 0.3532 0.024 0.018 -0.006 0.00
C -3.4800 2.8939 0.2495 -0.022 0.003 0.006 0.00
N -2.6080 4.0179 -0.0979 0.044 -0.060 0.004 0.00
C -2.0102 3.7709 -1.4085 0.009 0.014 -0.005 0.00
C -1.2731 2.4077 -1.4248 -0.009 -0.051 -0.046 0.00
N -1.2629 1.8346 -0.0660 0.088 -0.173 0.066 0.00
C -0.6589 2.8268 0.8524 0.036 0.010 -0.077 0.00
C -1.5387 4.0983 0.8980 -0.006 0.014 0.028 0.00
H -3.0678 0.8036 -0.2956 -0.005 0.004 0.000 0.00
H -2.6248 1.1917 1.3685 -0.016 0.006 -0.001 0.00
H -3.9698 3.1174 1.1985 0.000 0.008 0.001 0.00
H -4.2554 2.8177 -0.5152 -0.004 0.002 0.001 0.00
H -1.3209 4.5891 -1.6252 -0.005 0.006 0.001 0.00
H -2.7972 3.7950 -2.1642 -0.011 0.003 0.008 0.00
H -0.2395 2.5015 -1.7603 -0.003 0.016 0.013 0.00
H -1.7723 1.6881 -2.0770 -0.001 0.006 -0.003 0.00
H 0.3426 3.0438 0.4731 0.006 -0.008 0.010 0.00
H -0.5627 2.3672 1.8304 -0.007 0.002 0.025 0.00
H -0.9455 4.9939 0.7051 -0.001 0.002 -0.009 0.00
H -1.9979 4.2102 1.8813 -0.008 0.001 -0.002 0.00

15
Properties=species:S:1:pos:R:3:forces:R:3:mulliken_charge:R:1 method="wB97M-V/def2-TZVPD" homo_energy_ev=-9.50 e_tot_ha=-1214.82174 gap_ha=0.35472 multiplicity=1 charge=0 e_above_lowest_ev=3.214
C -1.1992 2.1810 1.8839 2.243 -5.262 -2.417 -0.71
C -1.2268 0.6770 1.7510 -1.853 6.090 2.148 -0.18
C -0.0527 0.0272 1.2389 0.359 -3.334 -0.663 0.37
Cl -0.2925 -1.8581 0.7464 -0.228 1.944 0.560 -0.21
C 0.8637 0.7254 0.3613 1.694 2.197 0.054 -1.19
C 0.4830 0.8695 -1.1101 -0.276 -1.725 0.165 0.04
F -0.8938 0.7695 -1.3774 1.862 1.167 0.636 -0.24
Cl 1.1407 -0.6611 -1.9328 -0.037 1.179 0.027 -0.18
H -0.2669 2.8619 1.4408 -2.995 -1.998 1.311 0.16
H -2.1298 2.6019 2.1562 -0.471 0.752 0.633 0.34
H -2.0622 0.0699 2.3049 1.661 1.341 -1.498 0.28
H 0.7293 -0.0834 1.9011 0.498 -1.282 3.143 0.35
H 1.8578 0.2751 0.3555 -0.296 -0.689 -0.231 0.44
H 1.2470 1.5910 1.1581 -1.467 -0.804 -2.879 0.39
H 1.0406 1.7038 -1.5013 -0.692 0.424 -0.989 0.34

7
Properties=species:S:1:pos:R:3:forces:R:3:mulliken_charge:R:1 method="wB97M-V/def2-TZVPD" homo_energy_ev=-14.36 e_tot_ha=-1088.19211 gap_ha=0.26299 multiplicity=1 charge=+1 e_above_lowest_ev=1.111
O -0.3749 -0.0412 -1.4901 -0.036 -0.008 -0.505 -0.37
O -0.8380 0.6361 0.8122 -0.002 0.169 -0.037 -0.43
P 0.1628 -0.1884 -0.0556 2.485 -0.065 0.763 0.49
I 0.1276 -2.5238 0.5824 0.152 0.944 -0.266 0.28
I 2.8149 0.9124 0.0323 -2.645 -1.109 -0.053 0.25
H -1.1409 0.5316 -1.6561 -0.031 0.070 -0.041 0.39
H -0.7514 0.6732 1.7748 0.076 -0.001 0.140 0.39

38
Properties=species:S:1:pos:R:3:forces:R:3:mulliken_charge:R:1 method="wB97M-V/def2-TZVPD" homo_energy_ev=-9.32 e_tot_ha=-1256.86170 gap_ha=0.36120 multiplicity=1 charge=0 e_above_lowest_ev=0.030
C -3.3727 -2.2666 -0.8564 0.195 -0.148 0.083 -1.13
C -2.2694 -2.6542 0.1216 -0.140 0.173 0.146 -0.60
C -1.7641 -1.4785 0.9578 0.185 -0.164 -0.257 -0.72
C -1.0548 -0.4155 0.1189 -0.082 -0.034 0.350 -0.64
C -0.4692 0.6915 1.0007 0.061 0.080 -0.143 0.13
C 0.8377 0.2334 1.6165 -0.077 -0.332 0.075 -0.04
O 1.3769 -0.8223 1.4041 -0.057 -0.185 0.042 -0.55
O 1.3559 1.1427 2.4450 0.060 0.539 0.348 -0.50
C -0.2740 2.0735 0.3275 -0.076 0.046 -0.048 -0.07
C -1.5516 2.5652 -0.3487 0.113 -0.095 0.110 -1.89
C 0.9215 2.1305 -0.6486 -0.133 0.173 0.291 -0.84
C 0.8620 1.0908 -1.7286 0.184 0.197 0.036 0.15
O 0.0296 1.0458 -2.6025 -0.197 0.038 -0.157 -0.63
N 1.8476 0.1095 -1.7290 -0.323 -0.420 -0.710 0.01
C 2.8773 -0.1378 -0.8761 1.010 -0.894 0.321 0.39
N 3.3809 0.6650 0.0010 -0.909 0.757 -0.879 0.18
N 4.3621 0.1308 0.7139 1.048 -0.164 1.037 -0.98
C 4.6443 -1.0731 0.3912 -0.177 -0.570 -0.443 -0.09
S 3.6704 -1.7156 -0.8949 -0.190 0.800 0.273 -0.15
H -3.7613 -3.1517 -1.3550 -0.091 -0.024 -0.099 0.37
H -4.1936 -1.7823 -0.3314 -0.128 0.074 0.019 0.28
H -3.0008 -1.5868 -1.6182 -0.031 0.095 -0.119 0.28
H -2.6516 -3.4212 0.7995 0.064 -0.068 -0.030 0.37
H -1.4318 -3.0888 -0.4279 0.058 -0.088 0.029 0.31
H -1.0647 -1.8577 1.7058 -0.024 0.041 0.085 0.34
H -2.6075 -1.0240 1.4844 -0.034 0.039 0.079 0.33
H -0.2523 -0.8993 -0.4387 -0.045 0.002 -0.081 0.26
H -1.7555 0.0135 -0.5925 0.011 0.051 -0.076 0.52
H -1.1549 0.8624 1.8398 0.026 0.015 -0.011 0.80
H 2.2263 0.8552 2.7653 -0.116 -0.193 -0.212 0.46
H -0.0270 2.7673 1.1385 0.012 -0.073 -0.128 0.56
H -1.4779 3.6339 -0.5368 -0.013 0.109 -0.040 0.48
H -2.4168 2.3889 0.2856 -0.155 0.009 0.078 0.41
H -1.7029 2.0690 -1.3029 -0.090 -0.011 -0.052 0.37
H 0.8910 3.1044 -1.1426 0.059 -0.044 -0.053 0.61
H 1.8571 2.0443 -0.1007 -0.147 0.157 -0.086 0.49
H 1.7024 -0.5909 -2.4489 -0.084 0.249 0.098 0.24
H 5.4114 -1.6515 0.8632 0.234 -0.139 0.126 0.47

41
Properties=species:S:1:pos:R:3:forces:R:3:mulliken_charge:R:1 method="wB97M-V/def2-TZVPD" homo_energy_ev=-6.94 e_tot_ha=-1161.72550 gap_ha=0.34658 multiplicity=1 charge=-1 e_above_lowest_ev=2.481
C 1.2081 0.7110 3.7817 -0.060 0.739 -0.062 -0.02
N 0.4644 0.4706 2.6560 1.680 0.220 0.137 0.04
C -0.4219 -0.6799 2.6257 -0.256 0.091 2.729 -0.63
C -1.0794 -0.9352 1.3032 1.804 0.525 -0.865 0.57
O -1.1612 0.0763 0.5612 -0.931 -0.720 -0.067 -0.64
O -1.2630 -2.1353 0.9707 -1.234 1.009 0.420 -0.93
O 1.0079 0.2890 4.8989 -0.289 -0.401 0.183 -0.58
H 2.0401 1.4390 3.6079 -0.404 -0.335 -0.228 0.28
H 1.0745 0.7120 1.8728 -0.849 -0.150 -0.380 0.26
H 0.0568 -1.5564 3.0843 0.210 -0.102 -0.775 0.38
H -1.1354 -0.4615 3.4522 -0.270 -0.090 -0.791 0.25
H 1.0680 -0.6462 -2.3716 0.028 0.079 -0.128 0.38
H 2.3444 -1.0010 -3.2039 -0.187 -0.006 0.080 0.30
O 2.0218 -0.8457 -2.3100 0.081 0.105 0.181 -0.66
H -0.8635 0.2819 -3.5460 0.293 -0.075 -0.367 0.25
H -1.3446 0.4187 -2.1628 0.684 -0.238 0.043 0.36
O -0.4869 0.3803 -2.6683 -0.503 0.337 0.118 -0.59
H -2.5283 3.1254 -1.1529 -0.497 -0.265 -0.384 0.31
H -2.1111 3.9291 -0.0751 -0.377 0.202 0.321 0.37
O -2.9329 3.7769 -0.5716 0.588 0.092 -0.055 -0.66
H 2.8648 2.5320 0.7695 -0.089 0.098 -0.275 0.28
H 1.3992 2.8671 0.2960 0.379 -0.382 0.385 0.36
O 1.9508 2.5925 1.0586 0.083 0.110 0.021 -0.58
H 1.2187 2.9976 -2.3164 0.654 -0.413 -0.008 0.32
H 1.8760 1.6213 -2.2516 0.009 -0.126 0.005 0.35
O 2.0929 2.5584 -2.3370 -0.687 0.426 0.063 -0.68
H -0.5595 2.4142 1.0468 0.185 0.389 0.185 0.30
H -0.7424 1.7442 -0.1924 0.115 0.129 -0.255 0.59
O -0.5023 2.6453 0.1064 -0.254 -0.474 0.080 -0.86
H 1.4901 -3.1622 0.9632 -0.708 -0.149 0.271 0.27
H -0.1204 -3.1542 1.1586 1.145 -0.198 0.232 0.44
O 0.7359 -3.6635 1.3223 0.201 -0.045 -0.357 -0.73
H -2.5881 -0.6145 -0.9890 0.009 0.233 0.151 0.24
H -3.6836 0.3676 -1.5452 0.145 -0.092 0.268 0.29
O -2.8557 -0.0773 -1.7504 -0.482 0.030 -0.327 -0.68
H 2.6580 -2.4803 -1.2882 0.351 -0.320 -0.325 0.34
H 2.0813 -3.8340 -1.0298 0.313 -0.247 -0.013 0.32
O 2.9288 -3.4222 -1.2593 -0.720 0.534 0.285 -0.66
H -1.4061 -3.4025 -1.1606 -0.111 0.253 0.388 0.30
H -2.4472 -2.6407 -0.2897 0.857 -0.801 -0.457 0.41
O -2.3490 -3.2377 -1.0644 -0.905 0.027 -0.429 -0.66